<1>
# C6H8NO2

The ion C6H8NO2 with charge +1 (ωB97M-V/def2-TZVPD, the OMol25 dataset).

## Properties
Net charge: +1
Multiplicity: 1
Gap between HOMO and LUMO, eV: 9.61

Last column: Mulliken charge in e.
Geometry (Å):
N1 1.870 -0.586 0.328  -0.221
C1 0.647 -0.149 -0.408  0.463
C2 -0.322 -1.138 -0.911  -0.480
C3 -1.628 -0.787 -1.038  -0.742
C4 -2.156 0.335 -0.353  -0.521
C5 -1.325 1.278 0.142  -0.972
C6 0.098 1.172 0.104  1.392
O1 0.806 1.787 1.175  -0.530
O2 0.827 1.033 -1.029  -0.455
H1 1.590 -0.948 1.311  0.400
H2 2.602 0.133 0.293  0.377
H3 2.202 -1.407 -0.165  0.385
H4 0.183 -2.101 -1.313  0.231
H5 -2.219 -1.542 -1.438  0.449
H6 -3.189 0.353 -0.318  0.468
H7 -1.603 2.073 0.720  0.430
H8 0.109 2.297 1.676  0.325

<2>
# C6H8NO2

The ion C6H8NO2 with charge +1 (ωB97M-V/def2-TZVPD, the OMol25 dataset).

## Properties
Net charge: +1
Multiplicity: 1
Gap between HOMO and LUMO (spin up / spin down), eV: 8.15 / 6.02

Last column: Mulliken charge in e.
Geometry (Å):
C1 -1.807 -2.144 -0.504  -0.873
C2 -1.186 -1.098 0.099  0.809
C3 0.696 1.174 0.177  -0.385
C4 -0.523 1.673 0.098  0.239
C5 1.061 -0.210 0.138  0.959
C6 2.486 -0.597 0.227  -1.244
N1 -1.464 2.481 -0.144  -0.282
O1 0.239 -1.179 -0.052  -0.293
O2 -1.642 -0.156 0.769  -0.609
H1 -1.233 -2.948 -0.922  0.303
H2 1.508 1.880 0.324  0.394
H3 2.703 -1.396 -0.482  0.370
H4 2.676 -1.018 1.219  0.309
H5 3.161 0.238 0.071  0.373
H6 -1.528 3.014 -1.010  0.290
H7 -2.879 -2.222 -0.492  0.333
H8 -2.268 2.510 0.482  0.307

Which of them is most stable? Easy: <1>.

<1>
# C8H10O2

An isolated molecule of C8H10O2 (ωB97M-V/def2-TZVPD, the OMol25 dataset).

## Properties
Multiplicity: 1
Gap between HOMO and LUMO, eV: 9.07

Last column: Mulliken charge in e.
Geometry (Å):
C1 0.093 0.928 -2.781  -0.616
O1 -0.888 0.335 -1.942  -0.403
C2 -0.311 0.083 -0.745  -0.427
C3 -0.818 0.639 0.404  -0.316
C4 -0.418 0.422 1.838  0.348
C5 -1.280 1.234 2.697  -1.025
C6 0.370 -0.736 2.072  -0.531
C7 0.983 -1.334 0.919  -0.661
C8 0.694 -0.796 -0.402  1.477
O2 1.517 -1.170 -1.495  -0.583
H1 1.200 0.374 -2.378  0.294
H2 -0.031 0.622 -4.050  0.196
H3 -0.218 2.147 -2.478  0.237
H4 -1.700 1.326 0.260  0.297
H5 -1.642 2.402 2.385  0.304
H6 -0.472 1.546 3.694  0.267
H7 -2.227 0.725 3.235  0.211
H8 0.488 -0.977 3.101  0.419
H9 1.870 -2.005 0.911  0.188
H10 1.825 -2.112 -1.195  0.323

<2>
# C8H10O2

An isolated molecule of C8H10O2 (ωB97M-V/def2-TZVPD, the OMol25 dataset).

## Properties
Multiplicity: 1
Gap between HOMO and LUMO, eV: 9.32

Last column: Mulliken charge in e.
Geometry (Å):
C1 -1.573 -1.007 2.675  0.334
C2 -1.306 -0.822 1.518  -0.564
C3 -0.902 -0.573 0.184  0.122
C4 -1.097 -1.453 -0.793  -1.098
C5 -0.245 0.778 -0.046  0.129
C6 -1.257 1.764 -0.627  -1.512
O1 0.832 0.701 -0.965  -0.410
C7 1.949 0.015 -0.585  0.703
C8 2.145 -0.675 0.529  -0.885
O2 2.914 0.135 -1.530  -0.523
H1 -1.842 -1.181 3.674  0.468
H2 -0.765 -1.254 -1.797  0.322
H3 -1.573 -2.400 -0.609  0.380
H4 0.133 1.162 0.913  0.477
H5 -0.782 2.728 -0.791  0.395
H6 -2.087 1.886 0.062  0.400
H7 -1.632 1.391 -1.577  0.349
H8 3.097 -1.143 0.683  0.308
H9 1.392 -0.809 1.278  0.259
H10 2.600 0.758 -2.197  0.348

Which of them is most stable? Easy: <2>.

<1>
# C24H45AsO3PdSSb

A structure of composition C24H45AsO3PdSSb (ωB97M-V/def2-TZVPD, the OMol25 dataset).

## Properties
Net charge: +1
Multiplicity: 1
Gap between HOMO and LUMO (spin up / spin down), eV: 6.45 / 6.09

Last column: Mulliken charge in e.
Geometry (Å):
Pd1 -0.227 0.437 -0.190  -0.676
C1 6.446 -0.508 1.016  -0.766
O1 5.882 -1.805 1.158  -0.464
C2 4.544 -1.927 1.058  0.963
C3 4.048 -3.235 1.213  -1.123
C4 2.705 -3.430 1.110  -1.053
C5 1.786 -2.374 0.883  -0.019
C6 0.375 -2.675 0.753  0.334
C7 -0.093 -4.094 0.528  -2.048
O2 -0.476 -1.783 0.819  -0.146
C8 2.295 -1.061 0.741  0.605
O3 1.604 0.036 0.498  0.307
C9 3.691 -0.869 0.820  -0.345
H1 7.518 -0.632 1.125  0.254
H2 6.074 0.165 1.791  0.319
H3 6.224 -0.091 0.031  0.303
H4 4.738 -4.043 1.410  0.471
H5 2.321 -4.435 1.235  0.478
H6 0.525 -4.618 -0.201  0.470
H7 -1.128 -4.065 0.197  0.402
H8 -0.048 -4.658 1.464  0.389
H9 4.050 0.144 0.706  0.334
C10 2.001 1.206 -2.666  -0.608
As1 0.487 0.153 -3.164  0.798
C11 0.956 -1.683 -2.911  -0.850
C12 0.279 0.413 -5.044  -1.079
S1 -1.388 0.701 -2.239  -0.589
H10 2.861 0.835 -3.224  0.457
H11 2.178 1.107 -1.596  -0.140
H12 1.793 2.239 -2.934  0.366
H13 1.762 -1.934 -3.600  0.480
H14 0.074 -2.284 -3.117  0.347
H15 1.287 -1.839 -1.884  0.060
H16 1.191 0.092 -5.545  0.396
H17 0.094 1.467 -5.231  0.371
H18 -0.568 -0.175 -5.388  0.386
C13 0.230 -0.286 3.823  -2.327
C14 0.337 1.224 3.610  1.735
C15 -0.162 1.986 4.836  -1.571
C16 1.776 1.617 3.280  -1.979
Sb1 -0.898 1.701 1.893  2.490
C17 -2.975 1.125 2.205  1.722
C18 -3.434 1.582 3.585  -1.759
C19 -3.021 -0.398 2.085  -1.837
C20 -3.832 1.743 1.106  -1.618
C21 -0.571 3.773 1.276  1.708
C22 -0.531 4.700 2.488  -1.694
C23 0.770 3.790 0.545  -1.843
C24 -1.672 4.197 0.312  -1.716
H19 0.945 -0.577 4.601  0.559
H20 0.472 -0.848 2.919  0.614
H21 -0.763 -0.582 4.163  0.275
H22 0.480 1.715 5.682  0.505
H23 -1.183 1.725 5.110  0.264
H24 -0.102 3.065 4.718  0.276
H25 2.425 1.231 4.074  0.533
H26 1.903 2.701 3.258  0.294
H27 2.115 1.201 2.334  0.265
H28 -2.906 1.064 4.385  0.359
H29 -4.498 1.342 3.691  0.484
H30 -3.328 2.659 3.733  0.315
H31 -2.465 -0.899 2.876  0.301
H32 -2.637 -0.759 1.133  0.287
H33 -4.069 -0.709 2.164  0.553
H34 -3.960 2.815 1.230  0.311
H35 -4.826 1.286 1.159  0.551
H36 -3.439 1.548 0.107  0.196
H37 0.324 4.498 3.132  0.345
H38 -1.441 4.650 3.090  0.300
H39 -0.432 5.732 2.133  0.479
H40 1.604 3.486 1.176  0.325
H41 0.961 4.815 0.206  0.600
H42 0.759 3.146 -0.334  0.197
H43 -2.624 4.352 0.815  0.319
H44 -1.813 3.487 -0.505  0.241
H45 -1.380 5.155 -0.135  0.560

<2>
# C24H45AsO3PdSSb

A structure of composition C24H45AsO3PdSSb (ωB97M-V/def2-TZVPD, the OMol25 dataset).

## Properties
Net charge: +1
Multiplicity: 1
Gap between HOMO and LUMO, eV: 7.40

Last column: Mulliken charge in e.
Geometry (Å):
Pd1 0.195 -0.305 0.463  -0.078
C1 1.614 -5.857 4.027  -0.784
O1 0.866 -4.978 4.853  -0.446
C2 0.616 -3.739 4.404  1.090
C3 -0.142 -2.929 5.279  -1.060
C4 -0.452 -1.660 4.903  -0.712
C5 -0.063 -1.123 3.649  -0.287
C6 -0.504 0.195 3.293  1.075
C7 -1.036 1.127 4.352  -1.793
O2 -0.555 0.656 2.122  -0.459
C8 0.740 -1.934 2.787  0.437
O3 1.278 -1.494 1.688  -0.768
C9 1.050 -3.250 3.190  -0.407
H1 1.682 -6.793 4.571  0.249
H2 2.618 -5.465 3.848  0.326
H3 1.104 -6.024 3.075  0.328
H4 -0.460 -3.344 6.225  0.443
H5 -1.043 -1.054 5.576  0.428
H6 -0.442 1.090 5.262  0.490
H7 -2.061 0.846 4.603  0.378
H8 -1.049 2.139 3.956  0.325
H9 1.657 -3.839 2.520  0.288
C10 3.090 -2.004 -3.089  -0.956
As1 2.497 -2.310 -1.283  0.922
C11 3.603 -1.213 -0.153  -0.833
C12 2.958 -4.136 -0.904  -0.952
S1 0.384 -2.022 -1.112  -0.592
H10 4.131 -2.311 -3.188  0.442
H11 2.990 -0.945 -3.326  0.260
H12 2.464 -2.585 -3.763  0.387
H13 4.530 -0.998 -0.683  0.508
H14 3.802 -1.749 0.770  0.346
H15 3.076 -0.293 0.085  0.034
H16 4.022 -4.282 -1.090  0.398
H17 2.374 -4.798 -1.540  0.386
H18 2.728 -4.339 0.140  0.195
C13 -3.086 2.468 0.716  -1.795
C14 -1.904 3.086 -0.033  1.661
C15 -2.412 4.176 -0.975  -1.441
C16 -0.915 3.713 0.950  -1.771
Sb1 -0.895 1.461 -1.099  2.705
C17 -2.370 0.520 -2.413  1.464
C18 -3.334 1.510 -3.056  -1.721
C19 -3.141 -0.458 -1.522  -1.465
C20 -1.651 -0.269 -3.507  -1.740
C21 0.798 2.272 -2.228  1.653
C22 0.438 3.434 -3.146  -1.571
C23 1.832 2.715 -1.190  -1.666
C24 1.405 1.126 -3.042  -1.732
H19 -3.511 3.225 1.383  0.523
H20 -2.793 1.610 1.323  0.225
H21 -3.879 2.162 0.032  0.275
H22 -2.910 4.941 -0.371  0.514
H23 -3.138 3.810 -1.698  0.239
H24 -1.606 4.670 -1.514  0.233
H25 -1.463 4.397 1.606  0.527
H26 -0.160 4.305 0.433  0.315
H27 -0.417 2.973 1.573  0.124
H28 -3.978 1.994 -2.322  0.318
H29 -3.987 0.963 -3.745  0.503
H30 -2.820 2.280 -3.634  0.324
H31 -3.682 0.044 -0.718  0.275
H32 -2.483 -1.204 -1.074  0.150
H33 -3.876 -0.988 -2.135  0.516
H34 -1.250 0.389 -4.280  0.342
H35 -2.379 -0.930 -3.989  0.562
H36 -0.849 -0.894 -3.116  0.221
H37 0.110 4.310 -2.590  0.328
H38 -0.339 3.168 -3.865  0.288
H39 1.326 3.727 -3.715  0.453
H40 1.517 3.600 -0.640  0.334
H41 2.767 2.962 -1.701  0.491
H42 2.048 1.924 -0.465  0.049
H43 0.782 0.831 -3.884  0.295
H44 1.574 0.244 -2.417  -0.291
H45 2.371 1.453 -3.441  0.680

Which of them is most stable? Easy: <2>.

<1>
# C2H8N5

A structure of composition C2H8N5 (ωB97M-V/def2-TZVPD, the OMol25 dataset).

## Properties
Net charge: +1
Multiplicity: 1
Gap between HOMO and LUMO, eV: 11.31

Last column: Mulliken charge in e.
Geometry (Å):
C1 -0.142 -0.500 1.556  0.603
C2 0.577 0.801 1.439  -1.023
N1 -0.345 -1.225 2.683  -0.235
N2 -0.899 -2.314 2.327  -0.399
N3 -0.503 -1.271 0.528  -0.202
N4 -0.988 -2.371 1.039  -0.047
N5 -0.261 0.165 -1.459  -0.529
H1 1.332 0.926 0.557  0.301
H2 1.090 0.987 2.464  0.311
H3 -0.290 1.498 1.426  0.340
H4 -0.350 -0.516 -0.608  0.580
H5 -1.124 -3.160 0.432  0.262
H6 0.322 -0.425 -2.035  0.369
H7 0.095 1.067 -1.226  0.315
H8 -1.051 0.246 -2.089  0.352

<2>
# C2H8N5

A cluster of 2 separate species, C2H8N5 in total (ωB97M-V/def2-TZVPD, the OMol25 dataset).

## Properties
Net charge: +1
Multiplicity: 1
Gap between HOMO and LUMO, eV: 11.19

Last column: Mulliken charge in e.
Geometry (Å):
C1 1.495 -0.341 0.813  0.129
C2 -2.679 -1.038 -1.413  0.279
N1 2.560 0.102 1.371  -0.276
N2 -3.197 -1.070 -2.469  -0.377
N3 -2.032 -0.778 -0.460  -0.562
N4 0.576 0.386 0.290  0.164
N5 0.897 1.741 0.230  -0.572
H1 1.239 -1.470 0.802  0.315
H2 3.323 -0.419 1.708  0.230
H3 -3.277 -1.946 -2.987  0.298
H4 -2.487 -0.620 0.396  0.206
H5 -0.375 0.047 0.013  0.380
H6 0.278 2.132 0.885  0.236
H7 2.706 1.152 1.489  0.322
H8 0.973 2.124 -0.668  0.229

Which of them is most stable? Easy: <2>.